[1]
The following is a DFT calculation (ωB97M-V/def2-TZVPD) of a structure of composition C24H59GaN2O20S6.

Properties
total charge = -2
total energy = -187158.3437 eV
LUMO level = 2.26 eV
HOMO energy = 0.8134 eV
Kohn-Sham gap = 1.44 eV

Cartesian coordinates (Å):
C1 9.458 -3.240 7.114
C2 10.051 -2.751 5.773
C3 11.508 -2.322 5.859
N1 9.304 -2.685 4.773
Ga1 9.939 -3.358 3.027
C4 9.415 -1.883 1.624
C5 9.718 -0.607 2.254
N2 8.884 0.155 2.855
C6 8.945 -5.063 2.421
O1 8.841 -6.060 3.200
O2 8.485 -5.037 1.251
H1 9.116 -4.259 6.995
H2 8.571 -2.638 7.286
H3 10.129 -3.120 7.965
H4 12.061 -2.512 4.949
H5 12.028 -2.798 6.690
H6 11.546 -1.253 6.060
H7 11.552 -3.591 3.063
H8 8.343 -1.993 1.526
H9 9.926 -2.023 0.678
H10 10.745 -0.252 2.221
H11 7.954 -0.255 2.827
O3 4.904 -0.619 2.131
S1 4.833 -1.654 1.144
O4 5.838 -1.801 0.147
O5 3.405 -1.546 0.404
C7 3.051 -0.272 -0.144
C8 3.775 0.008 -1.449
C9 4.586 -3.204 1.932
H12 3.237 0.517 0.588
H13 1.977 -0.309 -0.324
H14 4.844 0.138 -1.287
H15 3.384 0.920 -1.907
H16 3.648 -0.823 -2.142
H17 3.780 -3.106 2.655
H18 5.523 -3.460 2.430
H19 4.351 -3.946 1.176
O6 -0.383 -1.497 -1.106
S2 -1.710 -1.305 -1.596
O7 -2.228 0.018 -1.791
O8 -2.721 -2.129 -0.694
C10 -2.671 -1.921 0.739
C11 -3.349 -0.631 1.154
C12 -1.925 -2.222 -3.079
H20 -1.637 -1.957 1.086
H21 -3.191 -2.768 1.179
H22 -2.797 0.240 0.801
H23 -3.412 -0.577 2.240
H24 -4.354 -0.573 0.735
H25 -1.572 -3.237 -2.919
H26 -1.336 -1.737 -3.851
H27 -2.975 -2.212 -3.353
O9 -3.714 4.417 0.470
S3 -3.538 5.275 -0.657
O10 -4.678 5.807 -1.345
O11 -2.584 4.569 -1.706
C13 -2.910 3.222 -2.125
C14 -4.046 3.193 -3.128
C15 -2.466 6.603 -0.232
H28 -3.131 2.604 -1.255
H29 -2.004 2.827 -2.576
H30 -4.987 3.500 -2.672
H31 -4.169 2.183 -3.518
H32 -3.846 3.875 -3.956
H33 -1.582 6.197 0.250
H34 -3.012 7.251 0.452
H35 -2.205 7.146 -1.136
O12 -7.430 8.161 -0.287
S4 -6.360 9.061 -0.580
O13 -5.266 9.212 0.329
O14 -6.981 10.502 -0.879
C16 -7.884 11.051 0.098
C17 -7.158 11.611 1.306
C18 -5.736 8.745 -2.190
H36 -8.617 10.298 0.389
H37 -8.419 11.847 -0.417
H38 -6.686 10.819 1.886
H39 -7.860 12.137 1.955
H40 -6.374 12.302 0.996
H41 -6.570 8.682 -2.882
H42 -5.206 7.796 -2.143
H43 -5.058 9.549 -2.465
O15 -1.568 -5.851 3.759
S5 -2.899 -5.688 3.276
O16 -3.449 -4.380 3.089
O17 -3.885 -6.536 4.195
C19 -3.811 -6.324 5.620
C20 -4.501 -5.045 6.051
C21 -3.114 -6.617 1.798
H44 -2.769 -6.342 5.942
H45 -4.305 -7.185 6.065
H46 -3.971 -4.167 5.686
H47 -4.542 -4.991 7.139
H48 -5.516 -5.005 5.655
H49 -2.738 -7.623 1.960
H50 -2.540 -6.118 1.020
H51 -4.169 -6.629 1.541
O18 -2.858 -2.302 -5.972
S6 -2.752 -1.466 -7.128
O19 -3.928 -0.998 -7.790
O20 -1.804 -2.178 -8.185
C22 -2.107 -3.540 -8.552
C23 -3.263 -3.631 -9.529
C24 -1.703 -0.099 -6.774
H52 -2.295 -4.131 -7.654
H53 -1.198 -3.924 -9.010
H54 -4.200 -3.331 -9.063
H55 -3.371 -4.656 -9.884
H56 -3.096 -2.974 -10.382
H57 -0.790 -0.465 -6.312
H58 -2.242 0.551 -6.087
H59 -1.488 0.427 -7.700



[2]
The following is a DFT calculation (ωB97M-V/def2-TZVPD) of a structure of composition C24H60BBeF4N4O8.

Properties
total charge = +2
2S+1 = 2
total energy = -60130.6526 eV
<S²> = 0.754
LUMO level (alpha / beta) = -6.40 / -8.49 eV
HOMO energy (alpha / beta) = -12.1831 / -12.1816 eV
Kohn-Sham gap (alpha / beta) = 5.78 / 3.69 eV

Cartesian coordinates (Å):
Be1 -3.042 0.003 0.599
B1 -0.096 -0.613 0.540
F1 -1.201 -1.408 0.378
F2 -0.257 0.525 -0.219
F3 0.011 -0.235 1.874
F4 1.010 -1.233 0.114
C1 -1.701 1.846 3.167
O1 -2.529 1.972 1.937
C2 -2.076 2.972 1.067
C3 -3.026 3.279 -0.110
N1 -3.339 2.053 -0.821
C4 -2.370 1.821 -1.877
C5 -2.647 0.544 -2.733
O2 -2.694 -0.614 -1.861
C6 -2.018 -1.748 -2.453
H1 -0.654 1.614 2.974
H2 -2.099 1.239 3.981
H3 -1.611 2.851 3.581
H4 -1.054 2.803 0.728
H5 -2.047 3.902 1.636
H6 -2.686 4.087 -0.758
H7 -3.965 3.495 0.398
H8 -4.175 2.223 -1.362
H9 -1.346 1.850 -1.504
H10 -2.558 2.617 -2.598
H11 -1.977 0.460 -3.589
H12 -3.604 0.586 -3.253
H13 -0.977 -1.662 -2.766
H14 -2.621 -1.974 -3.332
H15 -1.999 -2.675 -1.880
C7 -2.392 -1.957 3.366
O3 -3.198 -0.840 2.913
C8 -4.378 -0.797 3.645
C9 -5.018 0.563 3.409
N2 -5.143 0.696 1.905
C10 -5.868 1.873 1.456
C11 -7.376 1.638 1.486
O4 -7.825 1.064 2.630
C12 -8.343 2.043 3.568
H16 -2.358 -1.911 4.454
H17 -1.390 -1.763 2.983
H18 -2.847 -2.848 2.933
H19 -4.109 -0.763 4.701
H20 -5.101 -1.589 3.453
H21 -4.551 1.450 3.839
H22 -5.867 0.418 4.077
H23 -5.892 0.061 1.671
H24 -5.659 1.957 0.390
H25 -5.609 2.816 1.938
H26 -7.826 0.999 0.726
H27 -7.858 2.582 1.233
H28 -8.923 1.528 4.334
H29 -8.944 2.840 3.129
H30 -7.437 2.495 3.973
C13 3.177 0.722 1.029
O5 3.659 1.457 -0.123
C14 2.961 1.167 -1.313
C15 3.616 1.807 -2.572
N3 4.987 1.501 -2.611
C16 5.697 1.991 -3.786
C17 7.162 1.690 -3.644
O6 7.923 2.822 -4.155
C18 8.311 2.971 -5.526
H31 3.891 1.023 1.796
H32 3.276 -0.343 0.818
H33 2.230 1.078 1.433
H34 1.945 1.562 -1.324
H35 2.891 0.084 -1.418
H36 3.612 2.883 -2.395
H37 3.141 1.609 -3.533
H38 5.542 1.403 -1.773
H39 5.556 3.065 -3.907
H40 5.196 1.434 -4.578
H41 7.440 0.775 -4.167
H42 7.419 1.529 -2.597
H43 9.381 3.034 -5.725
H44 7.867 3.872 -5.948
H45 8.090 2.082 -6.118
C19 7.280 -1.746 -1.012
O7 6.238 -2.189 -0.064
C20 4.909 -2.222 -0.563
C21 3.971 -2.828 0.535
N4 2.631 -3.235 -0.141
C22 1.897 -4.151 0.790
C23 0.596 -4.594 0.243
O8 -0.171 -5.339 1.266
C24 -1.502 -5.744 0.905
H46 7.438 -2.332 -1.918
H47 8.212 -1.448 -0.533
H48 6.948 -0.789 -1.415
H49 4.880 -2.998 -1.328
H50 4.562 -1.306 -1.042
H51 3.975 -2.111 1.357
H52 4.436 -3.746 0.894
H53 2.114 -2.454 -0.520
H54 1.807 -3.828 1.827
H55 2.611 -4.974 0.834
H56 0.686 -5.197 -0.661
H57 0.021 -3.678 0.109
H58 -1.516 -6.417 0.048
H59 -1.989 -4.820 0.593
H60 -1.748 -6.210 1.859